This record from the Open Molecules 2025 dataset describes an isolated molecule of C5H8O in a non-equilibrium geometry. The level of theory is wB97M-V/def2-TZVPD.

The SMILES is C/C=C\C=C/O. The calculation puts the orbital gap at 9.58 eV. The charge is 0. For the electronic energy, the calculation gives -270.4745 a.u. As for the relative energy (zero: lowest compared OMol25 entry of this formula, charge and spin): 52.3 kcal per mole.

```
14
Properties=species:S:1:pos:R:3:forces:R:3:nbo_charge:R:1
C -0.32746 1.34357 1.09106 -0.05 0.08 -0.08 -0.67
C 0.86288 0.92156 0.28677 0.27 0.01 -0.10 -0.07
C 0.89000 -0.10436 -0.57853 -0.04 1.53 -0.71 -0.37
C -0.38937 -0.44424 -1.27507 -0.14 -0.23 -0.15 -0.38
C -1.01992 -1.54615 -0.87446 0.17 0.40 -0.45 0.17
O -0.44435 -2.18410 0.16242 1.54 0.86 0.24 -0.68
H -1.04355 0.52309 1.19732 0.10 0.17 -0.05 0.23
H 0.01414 1.65936 2.08446 -0.14 -0.07 -0.16 0.22
H -0.84655 2.19696 0.64367 0.03 -0.02 0.01 0.23
H 1.74278 1.55143 0.37521 0.33 -0.39 0.59 0.20
H 1.84383 -0.42460 -1.00690 -0.23 0.22 -0.10 0.22
H -0.74357 0.26424 -2.01310 -0.09 -0.27 -0.09 0.22
H -1.91132 -1.96048 -1.34439 0.17 -0.06 0.49 0.20
H 0.38301 -1.51174 0.27201 -1.92 -2.25 0.57 0.48
```
Positions in Å, forces in eV/Å.

This record from the Open Molecules 2025 dataset describes an isolated molecule of C5H8O. The level of theory is wB97M-V/def2-TZVPD.

The calculation puts the orbital gap (alpha / beta) at 7.50 / 7.53 eV. The charge is 0. For the electronic energy, the calculation gives -270.3928 a.u. As for the relative energy (zero: lowest compared OMol25 entry of this formula, charge and spin): 103.6 kcal per mole.

```
14
Properties=species:S:1:pos:R:3:forces:R:3:nbo_charge:R:1
C -1.98229 1.22590 -0.38420 0.10 0.08 -0.09 -0.67
C -1.47113 -0.17406 -0.37840 0.01 0.01 0.13 -0.04
C -0.18954 -0.60515 -0.34376 -0.04 0.05 0.02 -0.43
C 1.06550 -0.08824 -0.77117 -0.21 -0.04 0.41 0.08
C 2.20373 -0.46851 0.09448 0.02 0.10 -0.32 -0.25
O 1.96771 -0.94089 1.41571 -0.15 0.19 0.19 -0.72
H -2.75936 1.37053 -1.14372 0.12 -0.04 0.08 0.23
H -2.46094 1.40956 0.59022 0.11 0.06 -0.23 0.23
H -1.18333 1.95999 -0.51489 -0.10 -0.11 -0.07 0.23
H -0.13744 -1.60019 0.10564 0.24 -0.29 -0.24 0.24
H -2.23126 -0.94071 -0.22534 0.09 0.14 0.17 0.19
H 2.92894 0.36204 0.09842 -0.12 -0.09 0.03 0.21
H 2.72922 -1.28420 -0.43072 -0.13 0.18 -0.09 0.24
H 1.52021 -0.22605 1.88773 0.06 -0.25 0.02 0.46
```
Positions in Å, forces in eV/Å.

This record from the Open Molecules 2025 dataset describes an isolated molecule of C5H8O in a non-equilibrium geometry. The level of theory is wB97M-V/def2-TZVPD.

The SMILES is CC/C=C/C=O. The calculation puts the orbital gap at 10.05 eV. The charge is 0. For the electronic energy, the calculation gives -270.4996 a.u. As for the relative energy (zero: lowest compared OMol25 entry of this formula, charge and spin): 36.6 kcal per mole.

```
14
Properties=species:S:1:pos:R:3:forces:R:3:nbo_charge:R:1
C -0.21012 2.22693 -0.29399 1.03 -0.99 0.14 -0.60
C 0.67202 0.92251 -0.47584 -0.08 1.74 1.86 -0.47
C -0.03933 -0.30725 -0.02602 -0.37 -2.70 1.45 -0.07
C 0.38593 -1.60770 0.22634 0.35 1.77 -0.41 -0.35
C -0.59669 -2.62023 0.70823 0.29 -0.65 -1.39 0.40
O -1.65874 -2.32492 1.18105 -0.35 -0.29 0.45 -0.53
H 0.34188 3.13771 -0.49945 0.51 -0.02 -0.11 0.21
H -0.99482 2.22858 -1.04134 -0.73 -0.10 0.52 0.21
H -0.46959 2.30219 0.78347 -0.58 -0.15 -0.89 0.21
H 1.02605 0.82532 -1.45670 0.29 -0.15 -1.69 0.22
H 1.58635 1.15631 0.10404 -0.29 -0.70 0.00 0.22
H -1.11813 -0.18059 0.25391 0.93 -0.03 -0.46 0.22
H 1.41308 -2.02898 0.09948 -0.79 0.82 -0.16 0.21
H -0.33789 -3.72987 0.43683 -0.22 1.45 0.70 0.10
```
Positions in Å, forces in eV/Å.

This record from the Open Molecules 2025 dataset describes an isolated molecule of C5H8O in a non-equilibrium geometry. The level of theory is wB97M-V/def2-TZVPD.

As for the multiplicity: 3. The calculation puts the orbital gap (alpha / beta) at 5.55 / 7.97 eV. The charge is 0. For the electronic energy, the calculation gives -270.2884 a.u. Its expectation value of S² is 2.008. As for the relative energy (zero: lowest compared OMol25 entry of this formula, charge and spin): 34.3 kcal per mole.

```
14
Properties=species:S:1:pos:R:3:forces:R:3:nbo_charge:R:1
C -0.02612 0.72188 0.09506 1.04 7.88 0.95 0.06
C -0.11904 -0.60614 0.02211 1.16 -6.35 -0.60 0.03
C 1.22665 -0.02831 0.43699 -2.18 -0.50 -0.37 -0.03
C -0.71880 2.03809 -0.01938 -0.39 -2.72 -0.04 -0.66
C -0.86120 -1.82765 -0.16469 -1.37 1.39 0.08 -0.67
O 2.33586 0.01977 -0.38638 0.51 1.33 0.00 -0.70
H 1.41870 -0.19922 1.50171 0.05 0.20 -0.01 0.19
H -1.08530 2.46819 0.90643 -0.47 -0.04 0.37 0.21
H -1.51130 1.82586 -0.74412 -0.36 0.56 0.29 0.22
H -0.06515 2.72100 -0.43122 1.43 1.73 -0.95 0.22
H -1.92560 -1.57598 0.09333 0.60 -0.71 -0.50 0.21
H -0.45443 -2.42040 0.59928 0.23 -1.80 0.89 0.23
H -0.77840 -2.32398 -1.14217 -0.16 0.01 0.02 0.22
H 2.56414 -0.81308 -0.76695 -0.08 -0.98 -0.14 0.48
```
Positions in Å, forces in eV/Å.